Record 1
Formula: C28H29N3O6S2
Source: the OMol25 dataset
Level of theory: ωB97M-V/def2-TZVPD

Calculated values
DFT total energy   -67932.7240 eV
Orbital gap   0.2957 hartree
Total charge   0
SMILES string   C=CCn1c(SCC(=O)c2[nH]c(C)c(C(=O)OCC)c2C)nc2scc(-c3ccc(OC)c(OC)c3)c2c1=O

XYZ file:
```
68
Properties=species:S:1:pos:R:3:forces:R:3:mulliken_charge:R:1
C 3.67050 3.56772 -3.34639 0.0229 0.0333 -0.0990 -0.81
C 3.19144 2.34805 -3.19897 -0.0115 -0.1858 0.0475 0.16
C 3.49837 1.46288 -2.02889 0.4188 -0.0158 -0.2578 -1.43
N 2.27800 1.03637 -1.36082 -0.0074 -0.1084 0.0842 0.09
C 1.63701 1.87349 -0.51493 -0.6820 0.1196 0.3325 0.38
S 2.34940 3.41799 -0.13411 0.2195 0.5004 0.0941 -0.20
C 1.15595 3.91062 1.14597 0.2974 -0.3558 -0.3992 -0.42
C 1.00162 2.78280 2.15286 0.2703 0.1329 0.1904 1.01
O 1.98439 2.18472 2.56264 -0.1676 0.1855 0.0804 -0.70
C -0.31165 2.46750 2.67414 -0.5792 0.0306 0.2784 -1.01
N -0.33540 1.48937 3.64590 0.0582 0.0070 0.0220 0.19
C -1.58508 1.21229 4.01816 -0.3360 0.1175 -0.0836 -0.29
C -1.90915 0.19283 5.04011 -0.0371 -0.0999 0.0811 -1.40
C -2.43751 2.03963 3.27376 0.2440 -0.1829 0.1556 1.04
C -3.88938 1.97244 3.43814 0.0228 -0.0683 0.1511 0.26
O -4.44062 1.18064 4.16961 -0.0920 -0.0341 -0.0193 -0.65
O -4.56784 2.88392 2.71654 0.2809 0.0534 -0.0985 -0.38
C -5.99013 2.84331 2.80962 -0.5464 -0.1891 0.1262 -0.30
C -6.57905 1.80551 1.86446 0.3050 0.1991 0.2003 -1.12
C -1.63071 2.83224 2.41758 0.5013 -0.0157 0.1131 1.58
C -2.11059 3.81999 1.41376 -0.0630 0.0674 -0.0888 -2.04
N 0.51227 1.60203 0.07086 0.1157 0.3404 -0.3170 -0.16
C -0.00717 0.38664 -0.15584 0.1418 -0.5308 -0.3021 0.02
S -1.49996 -0.11743 0.54596 0.3117 -0.0936 -0.2459 -0.06
C -1.35473 -1.64393 -0.25455 0.1340 0.2227 0.0074 -1.09
C -0.23110 -1.77769 -1.01178 -0.3602 0.0470 0.2425 0.64
C 0.06873 -2.99341 -1.76782 0.0219 -0.3352 -0.1882 0.14
C -0.93211 -3.65557 -2.46897 0.1825 0.0831 0.0773 -0.91
C -0.62840 -4.79909 -3.17518 0.2492 -0.1729 -0.0206 -0.73
C 0.66443 -5.31695 -3.22309 -0.1710 0.0903 0.0195 0.50
O 0.77815 -6.45061 -3.96991 -0.2039 0.2097 0.1832 -0.47
C 2.03605 -7.01866 -4.25632 0.3567 -0.2899 -0.1541 -0.70
C 1.68084 -4.65155 -2.51156 0.0294 -0.0586 -0.0150 1.06
O 2.95900 -5.14924 -2.55758 -0.4158 -0.1542 -0.0893 -0.49
C 4.00376 -4.33425 -2.08014 0.1802 0.1296 0.0673 -0.86
C 1.35580 -3.51724 -1.78286 -0.0732 -0.1410 -0.0158 -0.46
C 0.56888 -0.58837 -0.96248 -0.3140 0.3187 0.3690 -0.34
C 1.78785 -0.26037 -1.66120 -0.0581 0.0103 0.0638 0.56
O 2.40732 -0.95441 -2.44176 0.0826 -0.0623 -0.2044 -0.68
H 3.43825 4.16771 -4.20899 -0.0645 0.0847 -0.1870 0.26
H 4.31976 4.01184 -2.61052 0.1406 0.0724 0.2015 0.25
H 2.53504 1.90818 -3.93786 -0.0782 0.0007 -0.1429 0.31
H 3.98596 0.54682 -2.37997 -0.0418 0.2241 0.1849 0.42
H 4.13822 1.97645 -1.30646 0.0122 -0.1189 -0.0517 0.60
H 1.59918 4.77991 1.63354 -0.0139 0.0104 0.0012 0.43
H 0.22562 4.17742 0.65978 -0.0160 0.0347 0.1194 0.23
H 0.51669 1.05809 3.97532 -0.0870 0.0052 -0.0074 0.27
H -1.00071 -0.22299 5.46997 0.0573 -0.0463 0.0427 0.37
H -2.52258 0.62944 5.82563 0.0066 -0.0440 0.0483 0.32
H -2.49914 -0.60505 4.59211 -0.0071 -0.0597 0.0501 0.27
H -6.27240 2.61618 3.84294 0.0214 0.1354 -0.1749 0.32
H -6.32103 3.85043 2.54583 0.0598 -0.1118 0.0658 0.34
H -6.24493 0.81235 2.15401 -0.0276 -0.0819 0.0047 0.30
H -6.25980 2.00145 0.84348 -0.0254 0.0122 -0.1060 0.29
H -7.66363 1.84132 1.91238 -0.1326 -0.0165 -0.0229 0.40
H -3.19223 3.87776 1.43965 0.0719 0.0936 -0.0829 0.27
H -1.80433 3.50911 0.41492 0.0305 0.0548 -0.1300 0.35
H -1.70530 4.81068 1.61669 0.0006 0.0740 -0.0789 0.35
H -2.11837 -2.37986 -0.09998 -0.1147 -0.2316 0.0088 0.55
H -1.93757 -3.26428 -2.48034 -0.1036 0.0604 -0.0227 0.50
H -1.38896 -5.32438 -3.73105 -0.0702 -0.0707 -0.0825 0.42
H 2.53906 -7.36837 -3.35277 -0.0365 0.0188 -0.1139 0.24
H 1.82123 -7.86747 -4.90595 0.0386 0.0555 0.0334 0.29
H 2.68595 -6.31515 -4.78132 -0.0295 -0.0581 0.0350 0.28
H 4.92321 -4.81317 -2.41555 -0.0245 0.0625 0.0618 0.29
H 4.00613 -4.28349 -0.98601 -0.0048 0.0286 -0.0484 0.31
H 3.94158 -3.32338 -2.49286 0.0009 -0.0186 0.0302 0.34
H 2.11694 -3.02165 -1.20627 0.1092 0.0256 -0.0243 0.51
```
Forces are in eV/Å.

=====

Record 2
Formula: C28H29N3OSV
Source: the OMol25 dataset
Level of theory: ωB97M-V/def2-TZVPD

Calculated values
⟨S²⟩   0.7720
DFT total energy   -72532.7744 eV
Orbital gap (spin up / spin down)   0.2718 / 0.2840 hartree
Total charge   +2
Multiplicity   2

XYZ file:
```
63
Properties=species:S:1:pos:R:3:forces:R:3:lowdin_spin:R:1
V -0.09350 -0.23519 -0.19363 2.5957 0.4076 -0.3404 1.07
S 3.24985 -2.89098 -0.61399 0.1780 -0.1502 0.0243 0.00
C 2.98605 -2.87790 1.11076 0.2129 -0.1280 -0.1253 0.00
C 3.75487 -3.47004 2.10851 0.0174 -0.0228 0.0161 0.00
C 3.33836 -3.30951 3.41616 0.0328 -0.0178 -0.0480 0.00
C 2.18367 -2.57898 3.72106 -0.0050 -0.0011 0.0198 0.00
C 1.42742 -1.99426 2.72585 -0.0741 0.0215 0.1044 0.00
C 1.84386 -2.15214 1.41011 -0.2912 0.2638 -0.3762 0.00
N 1.22065 -1.62008 0.26597 0.4846 -0.8399 0.0874 0.00
C 1.85967 -1.95874 -0.86355 -0.1070 -0.0481 0.2317 0.00
C 1.34906 -1.50818 -2.16076 -0.0350 -0.0123 0.1382 0.01
C 1.91613 -1.87979 -3.37500 0.0424 -0.0219 -0.0163 0.00
C 1.37167 -1.38637 -4.55049 -0.0056 -0.0064 0.0104 0.02
C 0.27779 -0.52933 -4.50834 0.0144 -0.0113 -0.0610 -0.01
C -0.28433 -0.14876 -3.29398 0.0160 0.0018 0.0651 0.02
C 0.24250 -0.63828 -2.10996 0.0863 -0.3139 0.1193 -0.04
H 4.64584 -4.03574 1.86869 -0.0293 0.0186 0.0227 0.00
H 3.91295 -3.75643 4.21645 -0.0145 0.0092 -0.0261 0.00
H 1.87863 -2.47347 4.75409 0.0194 -0.0050 -0.0331 0.00
H 0.53326 -1.43193 2.96618 0.0034 0.0002 -0.0008 0.00
H 2.76779 -2.55123 -3.40904 -0.0320 0.0382 -0.0125 0.00
H 1.79984 -1.67003 -5.50264 -0.0125 0.0064 0.0251 0.00
H -0.13961 -0.15006 -5.43287 0.0168 -0.0168 0.0231 0.00
H -1.12835 0.52872 -3.28854 -0.0243 0.0183 0.0151 0.00
C -6.21211 1.36293 -0.24075 0.1605 0.0337 -0.0527 0.00
N -4.78781 1.67163 -0.42101 -0.3345 0.0330 0.1483 0.00
N -3.81477 0.73668 -0.24322 -0.3009 -0.1838 -0.1396 0.00
C -2.64168 1.37218 -0.33951 1.1015 -0.7790 0.0550 0.00
O -1.50695 0.67068 -0.26993 -3.3444 1.7491 -0.0528 -0.01
C -2.83746 2.71382 -0.55015 -0.0112 0.3081 -0.0603 0.00
C -4.21913 2.87328 -0.59325 -0.1531 0.1058 -0.0186 0.00
C -5.02880 4.11022 -0.76959 0.0141 -0.0559 0.0195 0.00
C -4.04615 -0.68470 -0.22572 0.0136 0.1962 0.0701 0.00
C -3.61315 -1.40245 0.87582 -0.0300 -0.0787 0.1246 0.00
C -3.80033 -2.77695 0.89154 0.0011 -0.0294 -0.0046 0.00
C -4.43172 -3.40492 -0.17457 -0.0112 0.0324 -0.0312 0.00
C -4.86854 -2.66411 -1.26700 0.0041 -0.0440 0.0337 0.00
C -4.66748 -1.29270 -1.30333 0.0160 0.0154 -0.1529 0.00
H -6.30682 0.43982 0.32167 0.0280 -0.0121 0.0204 0.00
H -6.70311 1.25652 -1.20418 -0.0073 -0.0086 -0.0470 0.00
H -6.66791 2.17153 0.32121 -0.0147 0.0433 0.0180 0.00
H -2.08361 3.47445 -0.66572 -0.0630 -0.0336 0.0094 0.00
H -4.38177 4.93752 -1.04869 -0.0020 -0.0110 0.0026 0.00
H -5.53926 4.37628 0.15835 0.0165 -0.0142 -0.0032 0.00
H -5.78344 3.98017 -1.54573 0.0186 -0.0024 0.0056 0.00
H -3.17170 -0.89114 1.72239 0.0122 0.0169 -0.0036 0.00
H -3.47379 -3.35367 1.74653 -0.0150 0.0036 -0.0055 0.00
H -4.59272 -4.47479 -0.15032 0.0081 0.0288 -0.0094 0.00
H -5.36240 -3.15426 -2.09519 0.0138 0.0026 0.0136 0.00
H -4.97995 -0.70883 -2.16248 0.0090 -0.0321 0.0567 0.00
C 0.51297 1.68722 2.22979 -0.0067 0.0468 0.0186 0.00
C 1.71275 1.47215 1.30681 -0.0800 -0.0241 -0.0613 0.00
C 2.70191 2.63337 1.41545 -0.0096 0.0642 -0.0055 0.00
C 1.26090 1.29646 -0.14639 -0.0584 -0.3340 0.2799 -0.06
H 0.81991 1.75425 3.27407 0.0031 0.0033 -0.0264 0.00
H -0.22155 0.86722 2.17445 -0.0077 -0.0085 0.0273 0.00
H -0.01240 2.61217 1.97396 -0.0105 -0.0580 -0.0023 0.00
H 2.23211 0.56698 1.63272 0.0416 -0.0536 -0.0189 0.00
H 2.24150 3.56371 1.07202 0.0241 -0.0302 0.0252 0.00
H 3.59171 2.45277 0.81072 -0.0402 0.0079 0.0101 0.00
H 3.02051 2.77516 2.45050 -0.0234 -0.0198 -0.0497 0.00
H 2.08093 1.04792 -0.81966 0.0405 -0.0474 -0.0178 0.00
H 0.76811 2.19353 -0.52512 -0.0924 -0.0209 -0.0383 0.00
```
Forces are in eV/Å.

=====

Record 3
Formula: C28H29N7NaS
Source: the OMol25 dataset
Level of theory: ωB97M-V/def2-TZVPD

Calculated values
DFT total energy   -55192.4422 eV
Orbital gap   0.2198 hartree
Total charge   -1

XYZ file:
```
66
Properties=species:S:1:pos:R:3:forces:R:3:mulliken_charge:R:1
Na 0.43808 -0.46784 -0.39799 -0.0954 0.2426 -0.3106 0.80
C 3.89771 2.21863 -0.61739 0.0408 0.0122 0.0505 -0.90
C 4.54458 1.98573 0.59667 -0.0200 -0.0001 0.0160 -0.43
C 3.82657 1.47613 1.65114 0.0529 0.0036 0.0290 -0.47
C 2.45218 1.19442 1.50021 -0.1301 0.0706 -0.0531 0.13
N 1.84289 1.40060 0.32266 0.1212 0.0248 0.1512 0.46
C 2.55948 1.89288 -0.69140 -0.0218 -0.0934 -0.0484 -0.69
N 1.79194 0.78234 2.64246 0.1094 0.0765 -0.0099 -0.63
C 0.60620 0.25466 2.67146 -0.0751 -0.0216 -0.0957 -0.31
N -0.21433 -0.15582 1.67014 -0.0922 0.1365 0.6668 -0.15
C -1.36590 -0.62537 2.22495 0.0229 0.0252 -0.0733 -0.04
N -2.44657 -1.08959 1.68420 -0.0703 -0.0326 -0.0564 -0.61
C -2.70979 -1.11557 0.32084 0.0780 0.1098 -0.0483 0.15
C -3.89930 -1.77062 -0.05130 -0.0486 -0.0243 0.0248 -0.50
C -4.29437 -1.78218 -1.36837 0.0125 -0.0030 0.0056 -0.34
C -3.50793 -1.13377 -2.31680 -0.0209 0.0028 0.0237 -0.94
C -2.34744 -0.53141 -1.87552 0.0596 -0.0030 0.0696 -0.16
N -1.94019 -0.52324 -0.60358 -0.2392 -0.0664 0.0444 0.23
C -1.27609 -0.55014 3.71749 0.0247 -0.0364 -0.0489 0.03
C -2.14493 -0.92010 4.72294 -0.0452 0.0174 0.0408 -0.04
C -1.73052 -0.72392 6.03928 -0.0086 -0.0060 -0.0383 -0.59
C -0.48388 -0.16904 6.32159 0.0138 0.0031 -0.0441 -0.59
C 0.38084 0.20542 5.29448 0.0272 0.0352 0.0654 -0.03
C -0.04050 0.00071 3.99721 0.0173 -0.0299 -0.0465 0.19
H 4.42542 2.60538 -1.47924 -0.0304 -0.0039 -0.0041 0.47
H 5.60033 2.20411 0.70753 0.0024 -0.0102 0.0137 0.39
H 4.27985 1.28510 2.61433 -0.0069 0.0104 -0.0096 0.48
H 2.01564 2.00986 -1.62719 0.0002 -0.0109 0.0306 0.63
H -4.48115 -2.24582 0.72648 0.0052 0.0080 -0.0043 0.45
H -5.20850 -2.28428 -1.66301 -0.0069 -0.0073 0.0193 0.37
H -3.78126 -1.10635 -3.36292 0.0177 0.0023 0.0048 0.39
H -1.68907 -0.03328 -2.58158 0.0021 -0.0236 0.0262 0.36
H -3.11095 -1.34660 4.48425 0.0108 -0.0107 -0.0005 0.52
H -2.38249 -1.00897 6.85700 0.0060 0.0058 -0.0108 0.38
H -0.18465 -0.03324 7.35418 -0.0014 0.0092 -0.0030 0.38
H 1.35244 0.63991 5.49512 -0.0111 -0.0178 -0.0092 0.51
C 2.45884 -1.26828 -1.69733 0.0575 -0.2486 -0.1117 -0.57
C 2.28204 -2.21384 -0.66562 0.0439 -0.1107 -0.1820 -0.61
C 1.08679 -2.92282 -0.92305 0.1207 -0.0086 -0.1984 -0.69
C 0.52480 -2.41360 -2.11222 0.2019 -0.1007 -0.0329 -0.57
C 1.36948 -1.38616 -2.59143 0.1136 -0.1688 -0.0391 -0.74
H 3.30450 -0.60285 -1.80496 -0.0228 0.0391 0.0168 0.57
H 2.96131 -2.38744 0.15847 -0.0232 0.0303 0.0312 0.44
H 0.69747 -3.74872 -0.34361 -0.0499 0.0590 0.0738 0.43
H -0.37256 -2.77951 -2.59388 -0.0338 0.0610 0.0337 0.48
H 1.24524 -0.83843 -3.51748 -0.0365 0.0429 0.0348 0.40
C 2.33684 6.38261 0.00741 -0.0141 -0.0222 -0.0042 -1.09
C 1.11728 5.91823 -0.77173 0.0383 0.0080 0.1074 -0.23
N 0.67467 4.60188 -0.31558 -0.1447 -0.0735 -0.0446 0.20
C -0.63426 4.19932 -0.51990 0.0716 -0.0556 0.1872 -0.04
S -1.03914 2.86768 -1.42092 -0.0093 0.0648 -0.0242 -0.34
N -1.58123 4.93515 0.11053 -0.0327 0.1946 -0.1448 -0.04
C -1.38089 5.85387 1.21878 -0.0490 0.0052 -0.0324 -0.55
C -1.92242 7.25098 0.93004 0.0119 -0.0645 -0.0108 -1.09
H 2.71540 7.32260 -0.39904 0.0077 -0.0143 0.0179 0.38
H 3.13175 5.63645 -0.05104 -0.0034 0.0197 -0.0003 0.24
H 2.09373 6.52782 1.06156 0.0075 -0.0171 -0.0195 0.27
H 1.34956 5.88705 -1.84210 -0.0220 -0.0220 -0.0381 0.37
H 0.29797 6.62371 -0.65238 -0.0196 0.0183 0.0008 0.15
H 1.29874 3.86072 -0.60335 0.0309 0.0240 -0.0285 -0.13
H -2.51464 4.59134 -0.04916 0.0021 -0.0194 0.0036 0.27
H -0.31838 5.88530 1.44187 0.0500 -0.0354 -0.0056 0.24
H -1.87700 5.44692 2.10348 0.0206 -0.0190 0.0385 0.44
H -1.52410 7.63292 -0.01094 -0.0039 0.0302 0.0287 0.30
H -1.64937 7.94127 1.73067 -0.0294 -0.0211 -0.0039 0.31
H -3.01103 7.23754 0.85071 0.0156 0.0093 -0.0206 0.34
```
Forces are in eV/Å.

=====

> What is the formula in the second record?

C28H29N3OSV

=====

> The lowest DFT total energy belongs to which entry?

C28H29N3OSV

=====

> total charge of number 3 (C28H29N7NaS)?

-1

=====

> The highest total charge belongs to which entry?

C28H29N3OSV